Record 1
C28H44BIMnN7S3 as an isolated structure, computed with the ωB97M-V functional and the def2-TZVPD basis.

Calculated values
Spin multiplicity: 5
HOMO (spin up / spin down) in eV: -13.5 / -13.9
Expectation value of S²: 6.2765
HOMO-LUMO gap (spin up / spin down) in eV: 6.9588 / 7.8278
Net charge: +2

Structure (XYZ):
```
85
Properties=species:S:1:pos:R:3:lowdin_spin:R:1
Mn -1.18349 -4.10087 0.78345 4.154
C -1.15334 -1.48168 5.45114 0.001
C -0.99278 -0.87042 4.10128 0.001
C -1.16944 0.46788 3.88581 0.002
C -0.97781 1.07885 2.61404 0.001
N -0.58887 0.25790 1.67391 0.002
N -0.51663 -1.06985 1.84080 0.008
B -0.23214 -0.62043 0.42151 0.003
N 1.21673 -0.70458 -0.00313 0.004
N 1.93370 0.43748 0.13231 0.002
C 3.17605 0.40605 -0.26875 0.001
C 3.74523 -0.79085 -0.78698 0.002
C 3.02033 -1.92971 -0.92010 0.002
C 3.59799 -3.19558 -1.46361 0.001
C 1.65016 -1.86116 -0.51550 0.010
S 0.59524 -3.19226 -0.77878 0.025
C 4.03294 1.65578 -0.17337 0.000
C 5.23377 1.36114 0.73784 0.000
C 3.25413 2.83670 0.39014 0.000
C 4.52031 2.00640 -1.58826 0.000
N -1.23798 -0.59778 -0.71263 0.004
N -0.77513 0.32086 -1.59039 0.002
C -1.51476 0.62124 -2.62066 0.001
C -2.77889 0.00065 -2.79568 0.002
C -3.24368 -0.92209 -1.91010 0.001
C -4.57052 -1.58868 -2.07967 0.001
C -2.40223 -1.24522 -0.80035 0.009
S -2.90260 -2.39559 0.38510 0.023
C -0.99099 1.65969 -3.59340 0.000
C 0.43445 2.07142 -3.23191 0.000
C -1.00917 1.07139 -5.01081 0.000
C -1.91632 2.88271 -3.52092 0.000
C -0.68331 -1.72479 2.97308 0.007
S -0.56659 -3.40902 3.06378 0.012
C -1.22830 2.53065 2.26967 0.000
C 0.09317 3.16376 1.82832 0.000
C -1.80354 3.28307 3.46794 0.000
C -2.22852 2.55982 1.10216 0.000
H -1.37095 -0.72397 6.19879 0.000
H -0.24477 -2.01680 5.73243 0.000
H -1.95817 -2.21856 5.43310 0.000
H -1.45845 1.09707 4.71492 0.000
H 4.78679 -0.78826 -1.07814 0.000
H 4.64727 -3.05668 -1.71262 0.000
H 3.05828 -3.51467 -2.35535 0.000
H 3.50907 -3.99975 -0.73226 0.000
H 4.90963 1.07155 1.73864 0.000
H 5.84507 2.25909 0.82955 0.000
H 5.87547 0.57276 0.34365 0.000
H 2.95415 2.66164 1.42356 0.000
H 2.36239 3.05201 -0.19750 0.000
H 3.89410 3.71855 0.37018 0.000
H 5.12167 1.21255 -2.03238 0.000
H 5.14255 2.89983 -1.54208 0.000
H 3.68038 2.21396 -2.25376 0.000
H -3.38233 0.26853 -3.65292 0.000
H -5.08658 -1.18906 -2.94905 0.000
H -5.19266 -1.44147 -1.19662 0.000
H -4.44521 -2.66505 -2.20344 0.000
H 1.11810 1.22144 -3.27297 0.000
H 0.49289 2.50067 -2.23124 0.000
H 0.77596 2.81937 -3.94761 0.000
H -0.39156 0.17438 -5.07660 0.000
H -0.61047 1.80662 -5.70939 0.000
H -2.01665 0.82260 -5.34536 0.000
H -1.91418 3.32090 -2.52115 0.000
H -2.94565 2.63497 -3.78494 0.000
H -1.57143 3.64116 -4.22344 0.000
H 0.82513 3.16521 2.63713 0.000
H -0.08761 4.19817 1.53514 0.000
H 0.51977 2.62965 0.98050 0.000
H -1.10985 3.30449 4.30958 0.000
H -2.75428 2.86484 3.80259 0.000
H -1.98692 4.31599 3.17490 0.000
H -1.80323 2.09868 0.20811 0.000
H -2.46335 3.59667 0.86270 0.000
H -3.16160 2.05159 1.35252 0.000
I -0.90406 -6.39392 -0.84186 -0.034
C -0.10205 -5.80067 1.00782 -0.270
H 0.97119 -5.66651 0.93783 -0.005
H -0.42588 -6.46190 1.80421 -0.008
N -2.99490 -5.17787 1.58476 0.029
H -3.56962 -4.56691 2.15988 0.002
H -2.79537 -5.99927 2.14904 0.003
H -3.57926 -5.48652 0.81186 0.002
```



Record 2
A 8-piece molecular cluster, C28H44Br4O18 overall at a distorted geometry, computed with the ωB97M-V functional and the def2-TZVPD basis.

Calculated values
Spin multiplicity: 1
HOMO in eV: -9.7
SMILES: C[C@H]1COC(=O)O1.C[C@H]1COC(=O)O1.C[C@H]1COC(=O)O1.C[C@H]1COC(=O)O1.C[C@H]1COC(=O)O1.C[C@H]1COC(=O)O1.BrCCBr.BrCCBr
HOMO-LUMO gap in eV: 9.8605

Structure (XYZ):
```
94
Properties=species:S:1:pos:R:3:lowdin_charge:R:1
C 42.99603 10.84315 6.85253 -0.022
C 42.20728 10.65339 8.13587 -0.317
C 42.02843 11.95178 8.95558 -0.050
O 40.59545 12.12293 8.97925 0.048
C 39.99841 11.04659 8.43304 -0.555
O 38.81586 10.87151 8.40758 0.143
O 40.88382 10.24096 7.82880 0.099
H 42.47450 11.54607 6.19708 0.095
H 43.10650 9.89504 6.32953 0.088
H 43.97569 11.28974 7.02484 0.089
H 42.72750 9.98311 8.82728 0.151
H 42.50924 12.74109 8.37747 0.133
H 42.26134 11.88577 10.01705 0.136
C 37.94119 9.41157 5.70887 -0.045
C 37.12538 9.09432 4.46293 -0.347
C 37.96030 9.35693 3.20056 -0.097
O 37.69421 8.21960 2.39362 0.065
C 37.19345 7.22777 3.15144 -0.585
O 37.06649 6.09419 2.83009 0.162
O 36.84486 7.70523 4.35827 0.089
H 38.12660 10.47014 5.87123 0.038
H 38.87422 8.85369 5.79016 0.091
H 37.32478 9.12507 6.56697 0.086
H 36.19541 9.65136 4.54174 0.102
H 39.02177 9.48048 3.41496 0.131
H 37.58499 10.21432 2.64058 0.117
C 36.61356 11.29700 10.93640 -0.031
C 35.60771 10.74216 9.95314 -0.267
C 34.09913 10.71406 10.24753 -0.070
O 33.52455 11.65473 9.34848 0.072
C 34.41593 11.97405 8.40448 -0.567
O 34.20420 12.60993 7.41770 0.116
O 35.64933 11.56372 8.76171 0.068
H 36.30959 12.26093 11.34543 0.012
H 37.48100 11.50838 10.30267 0.066
H 36.96134 10.56436 11.66062 0.100
H 35.92155 9.72231 9.72024 0.152
H 33.79774 11.03835 11.24621 0.134
H 33.67005 9.72241 10.09502 0.133
C 32.48234 12.61110 3.97466 -0.019
C 32.75462 11.88955 2.66861 -0.329
C 34.05594 12.33523 1.96663 -0.105
O 34.74920 11.10814 1.78334 0.056
C 34.13976 10.10310 2.43351 -0.552
O 34.56414 9.00530 2.59354 0.186
O 32.89071 10.49119 2.78466 0.096
H 33.37429 12.54364 4.60647 0.055
H 31.58892 12.25937 4.48070 0.088
H 32.41116 13.68781 3.79879 0.093
H 31.89341 12.08382 2.01934 0.147
H 34.65318 12.95623 2.63554 0.053
H 33.87272 12.89858 1.05470 0.133
C 38.27090 19.24740 7.72882 -0.018
C 38.42928 18.43514 9.00395 -0.323
C 39.16079 19.13767 10.15862 -0.072
O 38.27149 19.01056 11.28110 0.066
C 37.14340 18.35712 10.89176 -0.575
O 36.20216 18.17816 11.60181 0.144
O 37.17791 18.10931 9.59125 0.065
H 37.65766 18.72609 6.99657 0.078
H 39.25553 19.45516 7.30955 0.092
H 37.80128 20.20833 7.94967 0.090
H 38.91228 17.48703 8.76195 0.098
H 39.22198 20.22073 10.01937 0.130
H 40.17615 18.75909 10.26146 0.133
C 38.26694 15.13238 14.08460 -0.010
C 39.12998 14.48281 13.01735 -0.302
C 38.58796 13.15009 12.49509 -0.104
O 38.83214 13.21982 11.08779 0.034
C 39.14821 14.49482 10.76490 -0.566
O 39.46242 14.82391 9.66889 0.119
O 39.05257 15.27017 11.83597 0.093
H 37.38865 15.62159 13.66924 0.075
H 38.88257 15.88579 14.57872 0.087
H 37.95511 14.40012 14.83068 0.091
H 40.16447 14.35507 13.34777 0.157
H 37.50546 13.06915 12.63496 0.089
H 38.99831 12.28426 13.01310 0.141
Br 38.74686 15.42204 6.62838 0.665
C 38.08314 13.56099 6.83664 -0.617
C 36.66435 13.43652 6.34181 -0.668
Br 36.48332 12.56658 4.61079 0.815
H 38.09023 13.35171 7.90559 0.039
H 38.79671 12.86547 6.40702 0.045
H 36.17009 14.40286 6.25386 -0.001
H 35.99193 12.90660 7.01740 0.003
Br 34.29781 16.25995 7.52505 0.670
C 35.19912 15.47956 9.08929 -0.625
C 34.07191 15.13451 10.08673 -0.649
Br 34.81951 14.60291 11.81777 0.691
H 35.80493 16.27257 9.51227 0.024
H 35.73927 14.59769 8.76196 0.040
H 33.45056 14.31428 9.74646 0.039
H 33.51980 16.06069 10.20672 0.048
```



Record 3
C28H44BrN3OsP2 as an isolated structure at a distorted geometry, computed with the ωB97M-V functional and the def2-TZVPD basis.

Calculated values
Spin multiplicity: 5
HOMO (spin up / spin down) in eV: -18.5 / -18.7
Expectation value of S²: 6.0663
HOMO-LUMO gap (spin up / spin down) in eV: 6.2563 / 5.4823
Net charge: +4

Structure (XYZ):
```
79
Properties=species:S:1:pos:R:3:lowdin_spin:R:1
N -7.11446 5.60692 -6.80376 0.729
C -6.83319 6.22628 -5.65801 0.079
C -6.11558 5.59877 -4.62951 0.065
C -5.58913 4.30989 -4.87358 -0.009
C -5.87390 3.68314 -6.10387 0.063
C -6.68006 4.36624 -7.02706 0.078
C -4.73590 3.65746 -3.90531 0.076
Os -0.59827 -0.24174 -0.04850 1.328
P 6.16241 -0.88984 -1.10226 0.622
C -3.72480 2.80921 -4.26556 -0.029
C -2.84120 2.25980 -3.27978 0.063
C -1.63513 1.62680 -3.62377 -0.016
C -0.75418 1.16596 -2.64099 0.073
C -1.15111 1.20708 -1.27439 0.033
C -2.35006 1.88830 -0.91547 0.040
C -3.15979 2.40158 -1.90784 -0.002
Br 1.82707 -0.37560 0.74715 0.039
H -4.91710 3.97370 -2.86986 0.003
H -3.52435 2.60002 -5.32275 -0.002
H -5.92536 6.11707 -3.68841 0.006
H -5.48089 2.68465 -6.32066 0.006
H -7.18333 7.25034 -5.52471 0.016
H -6.94766 3.88077 -7.96423 0.016
H -1.40274 1.52096 -4.69086 -0.002
H -4.07410 2.91397 -1.62208 -0.001
H 0.23042 0.76424 -2.87988 0.005
H -2.64492 1.98118 0.12611 0.002
P -0.60596 -2.13811 -1.04579 0.075
C 5.55773 0.86021 -0.87440 0.098
C 6.65222 1.81998 -1.34933 0.010
H 5.31734 1.02197 0.18644 0.001
H 4.62701 0.99025 -1.44711 0.016
H 6.50160 2.81877 -0.92662 0.000
H 7.63824 1.45858 -1.03217 0.005
H 6.65061 1.89122 -2.44389 0.000
C 5.25880 -1.33391 -2.66400 0.083
C 5.98267 -2.49981 -3.34163 0.012
H 5.24088 -0.44227 -3.30732 0.001
H 4.21695 -1.59546 -2.42086 0.015
H 5.72597 -2.53783 -4.40614 0.000
H 7.07029 -2.38284 -3.24782 0.005
H 5.70140 -3.45487 -2.88082 0.000
C 5.03961 -1.77870 0.06070 0.095
C 5.72501 -2.06020 1.39421 0.009
H 4.66751 -2.69984 -0.41074 0.001
H 4.16757 -1.11922 0.19686 0.018
H 5.14877 -2.80461 1.95618 0.000
H 6.73768 -2.45217 1.23860 0.004
H 5.79233 -1.13790 1.98741 0.000
C -0.41827 -3.51823 0.16676 0.007
C -1.62665 -4.44306 0.16704 0.000
H -0.21264 -3.08042 1.15508 0.001
H 0.49396 -4.04297 -0.14705 0.001
H -2.53090 -3.93049 0.52881 0.000
H -1.84821 -4.83169 -0.83738 0.000
H -1.42534 -5.29960 0.82483 0.000
C 0.66572 -2.50611 -2.28960 0.042
C 0.08672 -2.49922 -3.69824 0.004
H 1.08269 -3.48297 -2.01365 0.005
H 1.45378 -1.74966 -2.15324 0.003
H -0.51469 -3.40285 -3.88491 0.000
H -0.55360 -1.62102 -3.87681 0.001
H 0.91035 -2.46995 -4.42490 0.001
C -2.30107 -2.21246 -1.76821 -0.001
C -3.24807 -1.60977 -0.72275 0.020
H -2.53989 -3.26109 -2.00378 0.001
H -2.32969 -1.65024 -2.71940 0.000
H -3.98938 -0.96806 -1.22053 0.001
H -3.78431 -2.39025 -0.16604 0.001
H -2.67968 -0.96158 0.01006 0.007
N -1.33824 -0.53777 2.72957 0.002
C -1.75620 -0.01792 3.89239 0.027
C -1.94098 1.33674 3.66200 0.019
C -1.58539 1.59149 2.33129 0.026
N -1.20825 0.41569 1.77415 0.102
H -1.07190 -1.49556 2.52110 0.000
H -1.93894 -0.66537 4.73695 0.001
H -2.31950 2.06651 4.34107 0.002
H -1.58768 2.49278 1.73639 0.001
```



Record 4
C28H44BrN3P2Pd as an isolated structure at a distorted geometry, computed with the ωB97M-V functional and the def2-TZVPD basis.

Calculated values
Spin multiplicity: 5
HOMO (spin up / spin down) in eV: -18.5 / -19.1
Expectation value of S²: 6.1115
HOMO-LUMO gap (spin up / spin down) in eV: 5.9996 / 4.5487
Net charge: +4

Structure (XYZ):
```
79
Properties=species:S:1:pos:R:3:lowdin_spin:R:1
N -2.60362 -7.42423 -3.64723 0.774
C -1.61963 -7.62468 -2.77020 0.070
C -0.88016 -6.56918 -2.21066 0.100
C -1.19053 -5.21964 -2.55208 -0.004
C -2.25574 -5.05184 -3.47884 0.100
C -2.91473 -6.18079 -4.00491 0.069
C -0.52236 -4.07505 -1.90910 0.245
Pd 0.78863 -0.57037 0.02833 0.677
P -0.61846 3.28673 3.20427 0.611
C -0.92053 -2.76119 -1.99139 -0.033
C -1.18834 -2.02309 -0.77552 0.108
C -2.40936 -1.32111 -0.60696 0.060
C -2.98010 -1.08807 0.64099 0.046
C -2.33694 -1.56979 1.80838 0.136
C -1.00553 -1.97980 1.69148 0.008
C -0.42086 -2.29802 0.42542 0.061
Br -3.09083 -1.55388 3.45193 0.119
H 0.30924 -4.34512 -1.25657 0.007
H -1.24358 -2.36584 -2.96332 0.000
H -0.09328 -6.80924 -1.50420 0.007
H -2.58597 -4.06319 -3.77693 0.007
H -1.40672 -8.66402 -2.50308 0.015
H -3.72284 -6.05914 -4.72967 0.015
H -2.90998 -1.04323 -1.53012 0.001
H 0.40600 -3.01886 0.38159 0.004
H -3.89607 -0.51319 0.76685 0.000
H -0.39142 -2.02646 2.58646 -0.003
P 1.09599 1.09954 -1.49683 0.146
C -1.16677 2.21592 4.60072 0.095
C -2.32793 2.77073 5.44636 0.006
H -0.26857 2.12868 5.23739 0.000
H -1.40846 1.24060 4.14969 0.022
H -2.58845 2.02597 6.21658 0.000
H -1.99994 3.68986 5.95931 0.002
H -3.23934 2.98557 4.86560 0.000
C -1.85653 2.85765 1.92984 0.085
C -2.75353 4.08237 1.72193 0.020
H -2.41073 1.95372 2.23844 0.012
H -1.31776 2.63694 1.00249 0.002
H -3.56457 3.84448 1.02308 0.000
H -3.19502 4.42969 2.66751 0.002
H -2.15806 4.90973 1.30666 0.003
C 1.00015 2.66862 2.66553 0.089
C 2.05684 3.64289 3.19506 0.023
H 1.03936 2.59040 1.57335 0.001
H 1.11883 1.66890 3.09009 0.013
H 2.86490 3.79436 2.47449 0.001
H 1.62286 4.63217 3.40380 0.010
H 2.50089 3.27009 4.12271 0.000
C 2.24258 2.55393 -1.50359 0.026
C 3.16730 2.80962 -2.68666 0.003
H 2.77593 2.51894 -0.54444 0.002
H 1.58658 3.43580 -1.44806 0.004
H 3.92097 2.03525 -2.84546 0.000
H 2.60850 2.96578 -3.61532 0.000
H 3.70307 3.74667 -2.49764 0.001
C -0.46139 2.00628 -1.15203 0.040
C -1.64728 1.72833 -2.04931 0.003
H -0.25248 3.08646 -1.13333 0.006
H -0.65380 1.66529 -0.11939 0.012
H -1.37760 1.81855 -3.10574 0.000
H -2.07869 0.74085 -1.85915 0.001
H -2.42025 2.47612 -1.83680 0.000
C 0.98868 0.51390 -3.23055 0.028
C 2.12298 -0.43140 -3.59837 0.001
H 0.93652 1.39196 -3.87989 0.006
H 0.03755 -0.01647 -3.33911 0.000
H 1.89769 -0.94391 -4.54134 0.000
H 3.07693 0.08454 -3.73984 0.000
H 2.23887 -1.20772 -2.82781 0.000
N 3.93746 -0.04922 0.17547 0.007
C 4.85038 0.00209 1.17589 0.005
C 4.36335 -0.83970 2.16166 0.008
C 3.16434 -1.40198 1.68438 0.008
N 2.83423 -0.76598 0.54631 0.104
H 4.03022 0.43430 -0.72061 0.000
H 5.70610 0.66384 1.15592 0.001
H 4.79079 -0.99844 3.12845 0.001
H 2.57004 -2.23026 2.07763 0.001
```